Entry 1:
110
Properties=species:S:1:pos:R:3 method="wB97M-V/def2-TZVPD" orbital_gap_ev=5.75 charge=0 e_tot_ha=-5214.27172
K -0.79 -0.57 1.80
O -3.04 -4.20 4.09
C -2.23 -3.18 3.76
O -2.67 -2.11 3.41
C -0.78 -3.51 3.89
C -0.33 -4.79 4.20
C 1.04 -4.97 4.30
C 1.89 -3.89 4.13
C 1.34 -2.65 3.83
N 0.03 -2.48 3.69
C 2.15 -1.37 3.66
O 2.42 -1.08 2.47
O 2.39 -0.74 4.70
H -3.95 -3.89 3.95
H -1.02 -5.60 4.35
H 1.45 -5.95 4.53
H 2.96 -4.00 4.22
H 1.52 -1.69 1.28
C -1.46 4.17 -4.79
C -1.34 2.67 -4.45
C -0.10 2.12 -5.16
C -2.57 1.94 -5.01
C -1.27 2.48 -2.94
C -0.19 1.91 -2.29
C -0.18 1.74 -0.91
Se 1.38 1.08 -0.02
C 1.85 -0.45 -1.12
C 2.55 -0.23 -2.29
C 2.91 -1.29 -3.13
C 2.54 -2.56 -2.73
C 1.87 -2.84 -1.53
C 1.55 -1.76 -0.71
O 0.90 -1.98 0.48
C 1.58 -4.33 -1.24
C 2.92 -5.07 -1.14
C 0.80 -4.63 0.05
C 0.76 -4.91 -2.40
C 3.70 -1.02 -4.40
C 2.91 -0.07 -5.31
C 4.00 -2.30 -5.19
C 5.04 -0.36 -4.03
C -1.26 2.15 -0.09
O -1.26 1.97 1.20
C -2.36 2.78 -0.76
C -2.33 2.92 -2.14
C -3.55 3.27 0.07
C -3.06 4.23 1.16
C -4.59 4.03 -0.76
C -4.27 2.07 0.71
H -1.52 4.32 -5.87
H -0.59 4.71 -4.41
H -2.35 4.61 -4.33
H -0.20 2.26 -6.24
H 0.02 1.06 -4.96
H 0.80 2.64 -4.83
H -2.64 2.07 -6.09
H -3.50 2.31 -4.57
H -2.50 0.87 -4.79
H 0.67 1.57 -2.85
H 2.82 0.78 -2.54
H 2.80 -3.40 -3.36
H 3.52 -4.66 -0.32
H 3.51 -4.99 -2.05
H 2.75 -6.13 -0.94
H 1.34 -4.32 0.94
H 0.64 -5.71 0.10
H -0.18 -4.14 0.05
H 1.27 -4.83 -3.36
H -0.20 -4.40 -2.48
H 0.56 -5.97 -2.21
H 1.95 -0.52 -5.59
H 3.47 0.14 -6.22
H 2.70 0.88 -4.82
H 3.08 -2.80 -5.50
H 4.60 -3.00 -4.60
H 4.56 -2.04 -6.09
H 4.89 0.58 -3.50
H 5.62 -0.15 -4.94
H 5.63 -1.02 -3.39
H -3.17 3.39 -2.63
H -2.64 5.13 0.71
H -2.28 3.75 1.76
H -3.89 4.53 1.81
H -4.16 4.91 -1.25
H -5.39 4.37 -0.10
H -5.04 3.39 -1.53
H -3.57 1.47 1.30
H -4.70 1.44 -0.06
H -5.08 2.42 1.36
C -0.27 1.92 6.41
C -0.30 0.60 5.59
N -0.58 0.92 4.20
C 0.44 1.84 3.69
C 0.30 3.21 4.39
N -0.70 3.04 5.51
C -2.06 2.76 4.93
C -1.92 1.49 4.06
H 0.73 2.16 6.76
H -0.95 1.90 7.26
H -1.08 -0.06 5.96
H 0.66 0.08 5.64
H 0.30 1.98 2.62
H 1.42 1.39 3.88
H -0.10 3.97 3.73
H 1.23 3.56 4.84
H -0.75 3.90 6.05
H -2.36 3.63 4.35
H -2.74 2.63 5.77
H -2.07 1.76 3.01
H -2.65 0.74 4.36



Entry 2:
116
Properties=species:S:1:pos:R:3 method="wB97M-V/def2-TZVPD" orbital_gap_ev="6.28 / 6.49" charge=-1 e_tot_ha=-6760.40104 multiplicity=5 s_squared=6.06
Mn 0.05 -0.54 0.04
C 1.63 1.54 -3.94
C 2.07 0.14 -4.37
C 3.52 -0.17 -3.96
C 1.18 -1.07 -4.10
C 1.44 -2.11 -4.99
C 0.78 -3.32 -4.94
C -0.24 -3.48 -4.02
C -0.57 -2.46 -3.13
C -1.86 -2.61 -2.36
C -2.99 -2.28 -3.35
C -2.07 -4.01 -1.77
C 0.19 -1.28 -3.10
N -0.03 -0.31 -2.05
C -0.76 0.77 -2.39
O -1.35 0.99 -3.44
C -0.72 1.83 -1.32
C -1.08 3.16 -1.46
C -0.88 4.00 -0.37
C -0.33 3.53 0.82
C 0.00 2.19 0.89
N -0.21 1.42 -0.17
C 0.56 1.46 2.08
O 0.91 2.10 3.07
N 0.61 0.13 1.89
C 0.77 -0.74 3.02
C -0.23 -0.83 4.01
C -0.10 -1.82 4.99
C 0.98 -2.68 5.03
C 2.00 -2.52 4.11
C 1.93 -1.53 3.13
C 3.16 -1.21 2.32
C 3.92 -0.10 3.06
C 4.09 -2.39 2.05
C -1.42 0.10 4.12
C -2.73 -0.66 4.31
C -1.20 1.09 5.27
H 2.32 2.26 -4.39
H 1.66 1.69 -2.86
H 0.63 1.75 -4.30
H 2.08 0.19 -5.47
H 3.60 -0.39 -2.90
H 4.16 0.69 -4.17
H 3.90 -1.03 -4.52
H 2.20 -1.95 -5.75
H 1.02 -4.11 -5.64
H -0.83 -4.38 -4.02
H -1.92 -1.89 -1.55
H -2.99 -3.01 -4.17
H -2.85 -1.29 -3.78
H -3.95 -2.32 -2.84
H -2.32 -4.74 -2.54
H -2.88 -3.98 -1.05
H -1.17 -4.37 -1.26
H -1.51 3.50 -2.39
H -1.16 5.04 -0.44
H -0.16 4.16 1.68
H -0.88 -1.91 5.73
H 1.05 -3.44 5.79
H 2.89 -3.14 4.18
H 2.84 -0.80 1.36
H 4.21 -0.45 4.05
H 3.29 0.78 3.19
H 4.83 0.18 2.52
H 4.59 -2.73 2.96
H 4.87 -2.08 1.35
H 3.57 -3.23 1.61
H -1.51 0.65 3.18
H -2.81 -1.07 5.32
H -2.84 -1.46 3.59
H -3.58 0.01 4.16
H -1.15 0.56 6.22
H -2.04 1.79 5.32
H -0.29 1.66 5.14
O -4.73 -1.44 1.84
S -3.84 -2.01 0.85
O -3.29 -3.31 1.24
O -4.36 -2.00 -0.50
S -2.20 -0.65 0.94
C 1.93 -4.96 -1.57
N 1.99 -3.79 -0.70
C 2.59 -2.63 -1.34
C 1.00 -3.60 0.22
N 0.44 -2.44 0.42
N 0.63 -4.69 0.95
C 1.64 -5.65 1.39
C -0.51 -4.60 1.85
H 1.47 -4.69 -2.52
H 1.34 -5.75 -1.11
H 2.94 -5.33 -1.75
H 3.57 -2.92 -1.72
H 2.72 -1.83 -0.63
H 1.98 -2.28 -2.18
H -0.25 -2.47 1.18
H 2.56 -5.53 0.82
H 1.27 -6.67 1.26
H 1.87 -5.48 2.45
H -1.37 -4.12 1.38
H -0.25 -4.06 2.77
H -0.81 -5.61 2.11
C 3.33 3.74 1.28
N 4.51 2.90 1.09
C 5.74 3.11 1.66
C 6.55 2.11 1.26
N 5.79 1.30 0.44
C 6.26 0.08 -0.19
C 4.52 1.77 0.35
Se 3.14 1.05 -0.61
H 3.67 4.72 1.64
H 2.65 3.30 2.01
H 2.82 3.85 0.33
H 5.93 3.96 2.31
H 7.58 1.91 1.48
H 7.22 0.27 -0.68
H 5.53 -0.22 -0.93
H 6.37 -0.71 0.55



Entry 3:
117
Properties=species:S:1:pos:R:3 method="wB97M-V/def2-TZVPD" orbital_gap_ev=7.37 charge=-1 e_tot_ha=-3611.81233
Sc -0.29 -0.10 -0.58
C -3.07 1.23 -5.02
C -1.85 1.43 -4.19
C -1.01 2.52 -4.13
C -0.02 2.17 -3.19
N -0.28 0.97 -2.70
N -1.39 0.50 -3.34
B -1.62 -1.02 -3.41
N -0.26 -1.72 -3.53
N 0.62 -1.73 -2.49
C 1.68 -2.41 -2.92
C 1.48 -2.86 -4.23
C 0.23 -2.39 -4.59
C -0.49 -2.53 -5.89
C 2.90 -2.68 -2.06
C 2.51 -3.55 -0.87
C 3.52 -1.35 -1.60
C 3.96 -3.42 -2.89
N -2.39 -1.53 -2.17
N -2.68 -0.75 -1.09
C -3.63 -1.39 -0.41
C -3.93 -2.61 -1.04
C -3.11 -2.67 -2.14
C -2.97 -3.72 -3.18
C -4.40 -0.85 0.78
C -4.34 -1.84 1.95
C -3.92 0.51 1.24
C -5.87 -0.72 0.33
C 1.26 2.91 -2.91
C 2.08 2.90 -4.21
C 0.99 4.37 -2.52
C 2.07 2.21 -1.82
H -3.35 2.17 -5.50
H -3.91 0.88 -4.42
H -2.90 0.48 -5.80
H -1.09 3.44 -4.69
H -2.27 -1.26 -4.39
H 2.14 -3.43 -4.85
H 0.12 -3.11 -6.58
H -0.69 -1.56 -6.34
H -1.45 -3.04 -5.77
H 1.74 -3.08 -0.26
H 3.39 -3.72 -0.24
H 2.14 -4.52 -1.21
H 2.81 -0.76 -1.02
H 3.85 -0.76 -2.46
H 4.38 -1.54 -0.96
H 3.59 -4.39 -3.23
H 4.84 -3.60 -2.27
H 4.27 -2.84 -3.76
H -4.64 -3.36 -0.73
H -3.60 -4.58 -2.93
H -1.94 -4.07 -3.26
H -3.28 -3.35 -4.16
H -3.31 -1.97 2.30
H -4.72 -2.82 1.66
H -4.94 -1.47 2.78
H -2.93 0.43 1.69
H -4.61 0.90 2.00
H -3.87 1.22 0.42
H -6.28 -1.68 0.01
H -5.96 -0.02 -0.50
H -6.48 -0.35 1.16
H 1.55 3.39 -5.02
H 2.29 1.87 -4.52
H 3.03 3.41 -4.06
H 0.46 4.89 -3.32
H 1.93 4.89 -2.34
H 0.38 4.42 -1.62
H 1.53 2.21 -0.88
H 2.30 1.18 -2.11
H 3.01 2.74 -1.66
C 4.39 -1.32 2.65
Si 2.54 -1.62 2.67
C 2.24 -3.47 2.81
C 1.69 -0.80 4.12
N 2.32 0.82 1.59
C 2.29 2.20 1.69
C 3.35 2.97 1.21
C 3.38 4.35 1.38
C 2.35 4.98 2.06
C 1.30 4.24 2.57
C 1.28 2.86 2.40
O 0.23 2.08 2.85
C -0.30 2.34 4.09
C 0.51 2.60 5.20
C -0.08 2.78 6.44
C -1.46 2.70 6.58
C -2.25 2.43 5.47
C -1.67 2.25 4.22
H 4.93 -2.08 3.21
H 4.63 -0.33 3.05
H 4.74 -1.34 1.61
H 2.60 -3.85 3.77
H 2.74 -4.02 2.01
H 1.17 -3.68 2.73
H 1.78 -1.41 5.02
H 0.62 -0.68 3.90
H 2.09 0.19 4.32
H 4.15 2.46 0.69
H 4.21 4.92 0.98
H 2.35 6.06 2.19
H 0.48 4.72 3.09
H 1.58 2.66 5.07
H 0.54 2.98 7.30
H -1.92 2.84 7.55
H -3.33 2.36 5.57
H -2.27 2.04 3.35
F -0.33 3.06 0.01
C -1.19 1.94 0.00
F -2.21 2.33 -0.88
H -1.63 1.96 0.99
O -0.61 -2.27 0.06
N -1.01 -2.02 1.21
O -1.06 -0.78 1.43
O 1.79 -1.27 1.19
C 1.57 0.06 0.89